# 1
Formula: CH8N5
Source: OMol25
Level of theory: the ωB97M-V functional and the def2-TZVPD basis

The energy comes out at -316.27037 hartree. For the frontier orbital gap, the calculation gives 0.313 Eh. The net charge is +1. The value obtained for the LUMO energy is -3.8 eV. The value obtained for the HOMO energy is -12.29 eV. The value obtained for the energy relative to the best compared isomer or geometry (same formula, charge and spin) is 122.9 kcal per mole.

Each line ends with the Löwdin charge.
Element x y z (Å)
N  -0.88  -0.60  -0.34  -0.08
N  0.58  -0.23  0.09  0.11
N  -2.14  -0.69  1.38  0.02
N  -1.46  0.08  -1.07  0.09
N  2.58  0.64  -0.61  0.20
C  1.45  0.02  -0.82  -0.18
H  -1.39  1.01  -1.62  0.16
H  -1.56  0.02  1.80  0.03
H  -2.06  -1.59  1.90  0.07
H  3.03  1.14  -1.28  0.09
H  1.44  -0.21  -1.87  0.16
H  0.75  0.07  1.01  0.13
H  2.77  0.92  0.32  0.13
H  -3.13  -0.60  1.12  0.07


# 2
Formula: CH8N5
Source: OMol25
Level of theory: the ωB97M-V functional and the def2-TZVPD basis

The energy comes out at -316.34424 hartree. For the frontier orbital gap (alpha / beta), the calculation gives 0.273 / 0.273 Eh. The net charge is +1. The value obtained for the LUMO energy (alpha / beta) is -5.6 / -5.6 eV. The value obtained for the HOMO energy (alpha / beta) is -13.03 / -13.03 eV. The value obtained for the energy relative to the best compared isomer or geometry (same formula, charge and spin) is 76.6 kcal per mole.

Each line ends with the Löwdin charge.
Element x y z (Å)
N  -1.93  -0.27  0.44  0.18
N  0.15  0.83  -0.24  0.09
N  1.02  -1.31  -0.20  0.14
N  2.50  0.44  0.03  0.15
N  -2.78  0.33  -0.29  0.13
C  1.20  0.03  -0.17  -0.57
H  1.67  -2.05  -0.07  0.10
H  -2.85  -0.07  -1.19  0.13
H  0.16  1.63  0.33  0.04
H  2.78  1.33  0.44  0.12
H  3.16  -0.31  0.34  0.12
H  -1.77  -0.02  1.36  0.08
H  0.18  -1.57  -0.78  0.13
H  -3.49  1.00  0.01  0.16


# 3
Formula: CH8N5O
Source: OMol25
Level of theory: the ωB97M-V functional and the def2-TZVPD basis

The energy comes out at -391.47703 hartree. For the frontier orbital gap (alpha / beta), the calculation gives 0.277 / 0.277 Eh. The net charge is +1. The value obtained for the LUMO energy (alpha / beta) is -4.4 / -4.4 eV. The value obtained for the HOMO energy (alpha / beta) is -11.94 / -11.94 eV. The value obtained for the energy relative to the best compared isomer or geometry (same formula, charge and spin) is 77.0 kcal per mole.

Each line ends with the Löwdin charge.
Element x y z (Å)
O  -1.15  -1.69  0.97  0.00
N  -2.16  1.10  -0.93  0.13
N  2.01  -0.05  -0.94  0.08
N  -1.95  0.11  -0.05  -0.06
N  1.82  0.36  1.20  0.11
N  -1.06  -0.83  -0.08  0.01
C  1.33  -0.14  0.16  -0.34
H  -0.39  -2.36  0.95  0.16
H  2.68  0.90  1.09  0.11
H  -3.09  1.39  -0.90  0.10
H  1.56  0.26  2.13  0.08
H  -2.49  0.19  0.90  0.24
H  2.96  0.49  -0.81  0.15
H  -1.96  0.82  -1.87  0.12
H  1.89  -0.55  -1.83  0.11


# 4
Formula: CH8NO
Source: OMol25
Level of theory: the ωB97M-V functional and the def2-TZVPD basis

The energy comes out at -172.63068 hartree. For the frontier orbital gap, the calculation gives 0.419 Eh. The net charge is +1. The value obtained for the LUMO energy is -3.9 eV. The value obtained for the HOMO energy is -15.36 eV. The value obtained for the energy relative to the best compared isomer or geometry (same formula, charge and spin) is 12.1 kcal per mole.

Each line ends with the Löwdin charge.
Element x y z (Å)
O  0.15  0.78  -0.23  -0.16
N  0.72  -1.43  1.21  0.30
C  -0.97  0.86  -1.16  -0.08
H  -0.62  0.52  -2.14  0.09
H  -1.35  1.88  -1.23  0.10
H  0.06  -1.63  1.96  0.15
H  1.58  -1.09  1.63  0.15
H  0.29  -0.74  0.53  0.10
H  0.22  1.62  0.24  0.10
H  -1.75  0.16  -0.86  0.08
H  0.95  -2.33  0.77  0.16